Entry from the Open Molecules 2025 dataset: a molecular structure, C40H42AsIrN2O8S in a non-equilibrium geometry (wB97M-V/def2-TZVPD).

```
95
Properties=species:S:1:pos:R:3:forces:R:3:mulliken_charge:R:1
Ir -0.1416 0.1014 0.1894 2.0169 1.6620 0.9378 3.965
O -0.9991 -4.1020 -0.4419 -0.0863 -0.1912 -0.1969 -0.522
C -0.8789 -2.8282 -0.6899 -0.8467 -0.2066 -0.0322 0.358
O 0.1477 -2.1994 -0.5080 0.5278 1.1608 -0.1082 -0.395
C -2.1506 -2.2010 -1.2220 -0.0387 -0.0113 -0.1068 0.088
O -1.8321 -0.9037 -1.6862 0.8414 -0.9665 -0.1623 -0.429
C -2.9233 -0.0251 -1.8326 -0.8088 1.4575 1.0493 -0.500
C -2.8579 1.0146 -0.6339 -2.5866 -2.8102 -1.7484 0.291
O -3.8499 1.2227 0.0159 0.0915 0.6765 0.3006 -0.588
O -1.6877 1.4803 -0.5040 2.9202 0.0215 1.3895 -0.970
H -0.1810 -4.5097 -0.0980 -0.1290 0.2425 0.1414 0.378
H -2.8970 -2.1869 -0.4140 0.1200 0.0323 -0.0141 -0.293
H -2.5430 -2.8194 -2.0383 0.0656 -0.0290 0.1196 0.585
H -3.8893 -0.5277 -1.8142 0.0842 -0.1052 -0.1333 0.509
H -2.7980 0.5515 -2.7528 -0.1017 -0.2841 -0.0403 0.291
O -4.6322 3.9812 5.3275 -1.0848 0.4750 -0.0019 -0.468
C -3.5265 3.3934 5.7271 1.3009 -0.6796 0.0125 0.394
O -3.3042 3.0869 6.8643 -0.3337 0.2635 -0.1152 -0.520
C -2.5083 3.0292 4.6663 -0.2471 -0.0035 -0.1842 0.996
C -2.9006 2.5803 3.4080 0.3718 0.1794 0.2485 -0.961
C -1.9469 2.1459 2.5076 0.3355 -0.1848 -0.3649 0.195
C -0.5836 2.1629 2.8253 -1.3511 0.5074 1.0397 -0.184
C -0.2048 2.6262 4.0985 0.1352 -0.0964 -0.2553 -0.344
C -1.1557 3.0447 5.0051 -0.0153 0.1128 -0.1199 -1.452
N 0.3552 1.6172 1.9594 0.3783 -0.6469 -2.6346 0.257
C 1.5911 1.9692 1.9602 -0.2997 0.1337 0.2716 -0.959
C 2.5877 1.1765 1.2673 0.4662 -0.1669 -0.2396 0.676
C 3.9585 1.3925 1.4450 -0.4555 -0.0117 -0.1857 -0.932
C 4.8574 0.5372 0.8296 -0.0813 -0.1792 -0.1237 -0.749
C 4.3723 -0.5078 0.0531 -0.1465 0.2604 0.0312 -0.843
C 2.9977 -0.6515 -0.0820 0.3911 -0.3905 -0.1872 -0.546
N 2.1372 0.1640 0.5054 -1.3198 -0.8630 0.3872 0.087
H -4.6685 4.2527 4.3984 0.2990 -0.1200 0.2134 0.374
H -3.9437 2.5420 3.1237 -0.0283 -0.0226 -0.0522 0.387
H -2.2712 1.8197 1.5357 -0.0191 -0.0875 -0.0337 0.346
H 0.8366 2.6234 4.3838 0.0878 -0.0485 0.1513 0.484
H -0.8625 3.3913 5.9856 -0.0084 -0.0600 0.0733 0.495
H 1.9540 2.8379 2.5108 -0.2278 -0.2022 0.2168 0.623
H 4.3097 2.2111 2.0546 -0.0504 0.0743 0.0898 0.587
H 5.9199 0.6735 0.9571 0.1089 0.0405 0.0477 0.510
H 5.0416 -1.1940 -0.4414 0.0412 -0.1255 0.0229 0.639
H 2.5664 -1.4516 -0.6708 -0.0244 -0.0778 0.0409 0.542
O -0.7838 -1.3260 1.9495 0.5453 0.6774 -3.0746 -1.373
S -0.9250 -1.1141 3.4312 -0.2809 -0.4560 2.2035 0.889
C -2.3496 -2.2115 3.9093 0.5242 0.4029 -0.1846 -1.139
C -3.5377 -1.8977 3.0810 -0.4620 0.2157 -0.4197 -0.077
C -4.3157 -0.7659 3.3443 0.2500 -0.4536 -0.0261 -0.183
C -5.4647 -0.5315 2.6174 -0.1456 -0.1242 -0.3171 -0.778
C -5.8463 -1.4138 1.6106 0.2075 -0.0659 0.0789 -0.563
C -5.0626 -2.5290 1.3273 -0.2891 0.2992 -0.0236 -0.635
C -3.9062 -2.7611 2.0465 0.1941 0.2076 0.4133 -0.299
C 0.4444 -2.1189 4.2091 -0.3588 0.4232 -0.3198 -1.615
C 0.4523 -3.5458 3.8059 -0.0395 -0.4250 -0.2442 0.248
C 0.9654 -3.9064 2.5570 -0.1002 0.1881 0.3266 0.157
C 0.9597 -5.2279 2.1561 -0.1640 -0.2268 0.0997 -1.152
C 0.4173 -6.2056 2.9844 -0.0341 0.1472 0.0075 -0.739
C -0.0809 -5.8564 4.2341 0.0578 -0.2030 -0.2515 -0.632
C -0.0641 -4.5374 4.6450 0.2861 0.3065 -0.2277 -0.297
H -2.5156 -1.9854 4.9620 0.1026 -0.0059 0.1215 0.666
H -2.0317 -3.2462 3.7845 0.0920 0.1097 0.0121 0.362
H -4.0281 -0.1004 4.1446 -0.0046 0.0969 0.1580 0.617
H -6.0852 0.3211 2.8398 -0.0700 0.1321 0.0314 0.457
H -6.7586 -1.2421 1.0604 -0.0777 0.0194 -0.0321 0.459
H -5.3794 -3.2346 0.5751 -0.0428 -0.0663 -0.1342 0.485
H -3.3061 -3.6379 1.8473 0.0570 -0.1582 0.0092 0.549
H 0.3053 -1.9900 5.2806 0.0068 0.1398 0.0979 0.620
H 1.3516 -1.6072 3.8891 0.0258 0.1246 0.1006 0.473
H 1.3713 -3.1375 1.9148 0.1061 0.0776 -0.0777 0.497
H 1.4040 -5.5151 1.2131 0.0773 -0.0625 -0.1348 0.779
H 0.3879 -7.2331 2.6579 0.0638 -0.1226 0.0203 0.466
H -0.4717 -6.6189 4.8882 -0.0593 -0.0860 0.0725 0.444
H -0.4261 -4.2792 5.6283 -0.0902 0.0680 0.1397 0.458
C -0.2772 1.9227 -3.5889 -0.0949 0.0722 0.2026 -1.280
As 0.7932 0.7520 -2.4609 -0.1477 0.4781 0.8212 0.769
C 1.0950 -0.7112 -3.7380 0.0551 0.0174 0.4245 -1.376
C 2.5354 1.8293 -2.4607 -1.2129 -0.5547 0.4431 -0.761
C 3.4010 1.6727 -3.6463 0.4517 -0.0935 -0.1016 0.455
C 4.1560 0.4984 -3.8219 -2.2502 1.1851 1.8335 0.204
C 5.1385 0.4343 -4.7830 1.7410 0.7096 -2.4408 -0.645
C 5.3769 1.5395 -5.6055 0.0267 -0.1270 -0.1309 -0.543
C 4.6237 2.7035 -5.4553 2.1870 -0.9608 -1.9378 -0.602
C 3.6134 2.7555 -4.5172 -1.6647 -0.7377 2.3423 -0.182
H 0.3090 2.2214 -4.4590 0.1031 -0.0883 0.0406 0.443
H -0.5836 2.8107 -3.0406 0.0092 -0.0300 0.0997 0.394
H -1.1678 1.4116 -3.9461 0.0317 -0.1114 0.0685 0.395
H 1.5396 -0.3115 -4.6499 -0.0728 0.1074 0.0438 0.505
H 0.1275 -1.1493 -3.9803 -0.0291 0.0799 0.0815 0.432
H 1.7364 -1.4933 -3.3389 -0.0087 -0.0309 0.0976 0.363
H 3.0791 1.5260 -1.5659 -0.0325 0.1167 -0.0138 0.031
H 2.2045 2.8634 -2.3443 0.0270 -0.0992 0.0856 0.649
H 3.9795 -0.3445 -3.1645 0.0281 0.0092 0.0184 0.310
H 5.7255 -0.4642 -4.9021 0.0995 -0.0735 -0.0579 0.479
H 6.1309 1.4809 -6.3750 0.1300 0.0552 0.0279 0.450
H 4.8320 3.5657 -6.0714 0.0328 0.0620 -0.1255 0.486
H 3.0237 3.6535 -4.4039 -0.0785 0.1052 0.0077 0.478
```
Positions in Å, forces in eV/Å.

Computed properties:
- Relative energy (zero: lowest compared OMol25 entry of this formula, charge and spin): 119.9 kcal per mole
- HOMO-LUMO gap (spin up / spin down): 5.52 / 2.16 eV
- Molecular weight: 977.99 g/mol
- ⟨S²⟩: 0.8910
- Charge: +3
- Electronic energy: -136005.0843 eV
- 2S+1: 2